1.
{
  "formula": "C6H12O",
  "method": "ωB97M-V/def2-TZVPD",
  "elements": ["C", "C", "C", "C", "C", "C", "H", "H", "H", "H", "H", "H", "H", "H", "H", "H", "H", "H", "O"],
  "coordinates": [[-1.75, -0.10, 0.64], [-0.19, 0.24, 0.77], [0.65, -0.88, 0.87], [0.14, -2.23, 1.36], [1.39, 2.12, 0.10], [0.13, 1.59, 0.16], [-2.26, 0.85, 0.25], [-2.20, -0.57, 1.56], [-1.89, -0.81, -0.26], [1.76, -0.60, 0.72], [0.79, -2.68, 2.18], [0.06, -3.00, 0.51], [-0.83, -2.17, 1.73], [2.24, 1.35, -0.44], [1.56, 3.19, -0.04], [-0.67, 2.10, -0.50], [-0.44, 0.68, -3.31], [1.16, 0.59, -3.43], [0.34, 0.33, -2.88]],
  "nbo_charge": [-0.66, -0.05, -0.38, -0.62, -0.64, -0.37, 0.20, 0.19, 0.18, 0.20, 0.18, 0.17, 0.20, 0.10, 0.16, 0.15, 0.46, 0.46, -0.93],
  "homo_lumo_gap_ha": [0.1377, 0.2070],
  "homo_energy_ev": [-0.09, -2.05],
  "lumo_energy_ev": [3.66, 3.58],
  "charge": -1,
  "s2": 0.769,
  "relative_energy_kj_mol": 294.2,
  "energy_ha": -310.891489,
  "spin_multiplicity": 2
}

=====

2.
{
  "formula": "C6H12O",
  "method": "ωB97M-V/def2-TZVPD",
  "elements": ["C", "C", "C", "C", "O", "C", "C", "H", "H", "H", "H", "H", "H", "H", "H", "H", "H", "H", "H"],
  "coordinates": [[1.19, -0.01, 3.62], [0.63, 0.62, 2.33], [0.39, -0.31, 1.12], [-0.30, -0.12, -2.57], [-1.36, -0.50, -3.48], [-0.72, -0.13, -1.14], [0.05, 0.50, -0.14], [0.55, -0.82, 3.98], [1.39, 0.79, 4.34], [2.10, -0.62, 3.53], [-0.36, 0.87, 2.73], [1.14, 1.54, 2.06], [-0.45, -0.98, 1.31], [1.32, -0.78, 0.74], [0.57, -0.76, -2.85], [0.14, 0.86, -2.93], [-1.96, 0.22, -3.33], [-1.70, -0.60, -1.02], [0.68, 1.31, -0.46]],
  "nbo_charge": [-0.61, -0.41, -0.46, -0.08, -0.76, -0.51, -0.45, 0.19, 0.19, 0.18, 0.18, 0.19, 0.20, 0.18, 0.12, 0.11, 0.44, 0.16, 0.15],
  "homo_lumo_gap_ha": [0.1263, 0.2270],
  "homo_energy_ev": [0.54, -2.26],
  "lumo_energy_ev": [3.98, 3.92],
  "charge": -1,
  "s2": 0.754,
  "relative_energy_kj_mol": 197.5,
  "energy_ha": -310.928312,
  "spin_multiplicity": 2
}

=====

3.
{
  "formula": "C6H12O",
  "method": "ωB97M-V/def2-TZVPD",
  "elements": ["C", "C", "O", "C", "C", "C", "C", "H", "H", "H", "H", "H", "H", "H", "H", "H", "H", "H", "H"],
  "coordinates": [[-0.41, 0.22, -3.12], [-1.33, 0.79, -2.36], [0.33, 1.65, -0.11], [0.67, 1.06, 1.12], [-0.13, -0.18, 1.44], [0.45, -1.17, 2.40], [0.35, -1.52, 0.95], [0.20, 0.80, -3.81], [0.39, 0.98, -0.80], [-0.22, -0.85, -3.10], [-1.94, 0.21, -1.67], [-1.51, 1.86, -2.38], [1.75, 0.81, 1.16], [0.49, 1.83, 1.88], [-1.20, -0.03, 1.48], [1.45, -0.96, 2.80], [-0.21, -1.67, 3.11], [1.27, -1.56, 0.37], [-0.40, -2.25, 0.65]],
  "nbo_charge": [-0.41, -0.38, -0.72, -0.05, -0.26, -0.42, -0.43, 0.20, 0.48, 0.20, 0.20, 0.21, 0.15, 0.18, 0.22, 0.21, 0.22, 0.21, 0.22],
  "homo_lumo_gap_ha": 0.4073,
  "homo_energy_ev": -9.99,
  "lumo_energy_ev": 1.10,
  "charge": 0,
  "relative_energy_kj_mol": 214.7,
  "energy_ha": -310.977486,
  "spin_multiplicity": 1,
  "smiles": "OCC1CC1.C=C"
}

=====

4.
{
  "formula": "C6H12O",
  "method": "ωB97M-V/def2-TZVPD",
  "elements": ["C", "C", "O", "C", "C", "C", "C", "H", "H", "H", "H", "H", "H", "H", "H", "H", "H", "H", "H"],
  "coordinates": [[-1.31, -0.16, -1.32], [-0.80, 1.24, -1.09], [-0.40, 1.53, 0.18], [-0.19, -1.27, 1.97], [1.01, -0.70, 1.84], [1.98, -0.97, 0.73], [-0.74, 2.18, -2.04], [-0.51, -0.89, -1.12], [-1.64, -0.29, -2.35], [-2.14, -0.39, -0.65], [-0.44, 0.73, 0.73], [-0.85, -1.04, 2.81], [-0.55, -2.01, 1.26], [1.33, 0.02, 2.59], [2.92, -1.36, 1.12], [1.58, -1.70, 0.01], [2.20, -0.04, 0.19], [-1.07, 1.97, -3.05], [-0.37, 3.17, -1.81]],
  "nbo_charge": [-0.68, 0.32, -0.70, -0.44, -0.16, -0.66, -0.52, 0.21, 0.23, 0.22, 0.49, 0.21, 0.20, 0.20, 0.23, 0.21, 0.23, 0.20, 0.21],
  "homo_lumo_gap_ha": 0.3511,
  "homo_energy_ev": -8.56,
  "lumo_energy_ev": 1.00,
  "charge": 0,
  "relative_energy_kj_mol": 143.8,
  "energy_ha": -311.004504,
  "spin_multiplicity": 1,
  "smiles": "C=C(C)O.C=CC"
}

=====

5.
{
  "formula": "C6H12O",
  "method": "ωB97M-V/def2-TZVPD",
  "elements": ["C", "C", "C", "C", "C", "C", "H", "H", "H", "H", "H", "H", "H", "H", "H", "H", "H", "H", "O"],
  "coordinates": [[0.84, -0.70, 0.95], [-0.51, -0.40, 0.36], [-1.21, -1.24, -0.40], [-0.73, -2.50, -0.94], [-1.52, -3.36, -1.58], [-1.01, 0.98, 0.65], [1.24, -1.64, 0.57], [1.53, 0.11, 0.68], [0.81, -0.85, 2.03], [-2.29, -1.12, -0.46], [0.35, -2.61, -1.04], [-2.53, -3.02, -1.79], [-1.20, -4.35, -1.85], [-0.87, 1.31, 1.67], [-0.46, 1.64, -0.04], [-2.04, 1.07, 0.30], [2.83, 4.98, -0.07], [3.64, 5.81, 0.89], [3.13, 5.89, 0.07]],
  "nbo_charge": [-0.65, 0.06, -0.26, -0.21, -0.39, -0.64, 0.22, 0.21, 0.22, 0.20, 0.20, 0.19, 0.20, 0.21, 0.22, 0.22, 0.46, 0.47, -0.93],
  "homo_lumo_gap_ha": 0.3257,
  "homo_energy_ev": -8.28,
  "lumo_energy_ev": 0.59,
  "charge": 0,
  "relative_energy_kj_mol": 167.3,
  "energy_ha": -310.995543,
  "spin_multiplicity": 1,
  "smiles": "C=CC=C(C)C.O"
}

=====

6.
{
  "formula": "C6H12O",
  "method": "ωB97M-V/def2-TZVPD",
  "elements": ["C", "C", "C", "C", "O", "C", "C", "H", "H", "H", "H", "H", "H", "H", "H", "H", "H", "H", "H"],
  "coordinates": [[1.87, -1.15, -0.94], [0.46, -0.60, -0.75], [-0.60, -1.70, -0.63], [0.33, 0.27, 0.47], [0.92, 1.62, 0.43], [-0.42, 1.48, 0.34], [-1.53, 2.18, 0.14], [1.93, -1.72, -1.87], [2.60, -0.33, -1.00], [2.17, -1.81, -0.12], [0.21, 0.03, -1.61], [-0.39, -2.36, 0.23], [-0.62, -2.33, -1.53], [-1.59, -1.27, -0.49], [0.44, -0.20, 1.45], [-0.65, 1.40, 3.15], [-1.52, 3.25, 0.03], [-1.13, 1.60, 2.62], [-2.46, 1.64, 0.08]],
  "nbo_charge": [-0.61, -0.25, -0.60, 0.03, -0.47, 0.32, -0.54, 0.21, 0.22, 0.20, 0.21, 0.20, 0.22, 0.21, 0.20, -0.02, 0.22, 0.01, 0.22],
  "homo_lumo_gap_ha": 0.3789,
  "homo_energy_ev": -9.21,
  "lumo_energy_ev": 1.10,
  "charge": 0,
  "relative_energy_kj_mol": 295.0,
  "energy_ha": -310.946901,
  "spin_multiplicity": 1,
  "smiles": "C=C1O[C@@H]1C(C)C.[H][H]"
}